No. 1
{
  "formula": "C6H24N14O12Tl",
  "method": "ωB97M-V/def2-TZVPD",
  "species": ["Tl", "N", "O", "O", "O", "N", "O", "O", "O", "C", "O", "N", "N", "H", "H", "H", "H", "C", "O", "N", "N", "H", "H", "H", "H", "C", "O", "N", "N", "H", "H", "H", "H", "C", "O", "N", "N", "H", "H", "H", "H", "C", "O", "N", "N", "H", "H", "H", "H", "C", "O", "N", "N", "H", "H", "H", "H"],
  "coordinates": [[0.7443, -0.2767, -0.3319], [-0.2346, -4.0969, 0.9051], [0.2822, -3.1128, 0.3632], [-1.3925, -3.9710, 1.3181], [0.3590, -5.1624, 0.9410], [3.1021, 0.2874, -3.5753], [4.3057, 0.4754, -3.3747], [2.2670, 0.4815, -2.6963], [2.6729, -0.0668, -4.6991], [-1.8727, -0.6811, 2.5075], [-0.7844, -1.0150, 2.0470], [-3.0494, -1.2518, 2.1856], [-1.9400, 0.4216, 3.3207], [-3.8108, -0.9567, 2.7727], [-3.0153, -2.1203, 1.6735], [-2.8458, 0.7750, 3.5816], [-1.1977, 1.0956, 3.2917], [4.3155, 1.5809, 0.5633], [3.2683, 1.0344, 0.2071], [4.6423, 1.8965, 1.8464], [5.2265, 1.9205, -0.3520], [4.0021, 1.7969, 2.6096], [5.5928, 2.1590, 2.0327], [6.0489, 2.4735, -0.1963], [4.9901, 1.6730, -1.3032], [2.8164, -2.0304, 2.7575], [2.5651, -1.4440, 1.7095], [2.8684, -1.4032, 3.9627], [3.0764, -3.3543, 2.9061], [2.6403, -0.4265, 3.8640], [2.9954, -1.8924, 4.8238], [2.8400, -3.8636, 2.0649], [3.3243, -3.8468, 3.7389], [-0.9556, 0.9829, -3.7224], [-0.7434, 0.6535, -2.5300], [-2.1237, 1.6021, -4.0133], [-0.0052, 1.0874, -4.6428], [-2.0845, 2.1598, -4.8492], [-2.7731, 1.8343, -3.2852], [-0.2964, 1.3009, -5.5848], [0.8165, 0.4892, -4.6374], [-2.1553, 2.4995, 0.5104], [-1.5119, 1.4479, 0.4068], [-1.6538, 3.7143, 0.7947], [-3.5135, 2.4331, 0.4048], [-2.2641, 4.4941, 0.9556], [-0.6553, 3.8231, 0.8300], [-3.7054, 1.4667, 0.1909], [-4.0582, 2.9563, 1.0709], [-2.9129, -1.3860, -1.4057], [-1.8302, -1.5468, -0.8367], [-3.9834, -0.7829, -0.8410], [-3.1029, -1.5832, -2.7360], [-4.7290, -0.4663, -1.4299], [-4.0248, -0.5608, 0.1374], [-2.4645, -2.1563, -3.2609], [-4.0721, -1.5611, -2.9918]],
  "multiplicity": 1,
  "orbital_gap_ev": 2.84,
  "total_charge": 1,
  "e_above_lowest_kj_mol": 0.0
}

=====

No. 2
{
  "formula": "C6H24N2O4",
  "method": "ωB97M-V/def2-TZVPD",
  "species": ["C", "N", "C", "N", "C", "C", "C", "C", "H", "H", "H", "H", "H", "H", "H", "H", "H", "H", "H", "H", "H", "H", "H", "H", "H", "H", "O", "H", "H", "O", "H", "H", "O", "H", "H", "O"],
  "coordinates": [[0.8663, -1.0821, -0.3466], [0.2640, -1.2181, -1.6698], [-0.6712, -2.3058, -1.8312], [-2.0347, -2.5845, -1.3958], [0.1148, -0.4402, 0.8106], [-0.2136, -1.2505, 2.0850], [0.9616, -1.0510, 3.1119], [-1.3569, -0.4964, 2.8259], [1.8590, -0.4279, -0.3870], [1.3352, -2.0458, 0.1025], [-0.3472, -0.3643, -1.9293], [-0.1220, -3.4641, -1.7605], [-0.8313, -2.2340, -3.0103], [-2.5717, -1.8451, -1.8014], [-2.1761, -2.8108, -0.3320], [-0.7544, 0.0450, 0.2338], [0.7204, 0.4196, 1.2210], [-0.4438, -2.2783, 1.9247], [1.3963, -0.0497, 3.3002], [0.5921, -1.0378, 4.0269], [1.7682, -1.6533, 2.8685], [-2.3119, -1.1955, 3.1463], [-2.1769, -0.1215, 2.1619], [-1.0358, 0.0226, 3.6715], [2.5468, 2.4588, -1.9642], [1.3662, 3.4753, -2.2121], [2.1541, 3.3206, -1.7538], [0.5609, 3.6389, 0.8409], [-0.1317, 4.1110, -0.4603], [-0.1017, 4.1929, 0.4238], [-2.1399, 2.2284, -1.8087], [-1.7623, 2.0789, -0.3856], [-1.7777, 1.6149, -1.1574], [2.2222, 0.1318, -2.3500], [1.7938, 1.2717, -3.3608], [2.4389, 0.9463, -2.8387]],
  "multiplicity": 2,
  "orbital_gap_ev": [10.72, 5.04],
  "total_charge": 1,
  "e_above_lowest_kj_mol": 382.4
}

=====

No. 3
{
  "formula": "C6H24N6NbO12S",
  "method": "ωB97M-V/def2-TZVPD",
  "species": ["S", "Nb", "H", "H", "H", "H", "H", "H", "C", "N", "O", "O", "H", "H", "H", "C", "N", "O", "O", "H", "H", "H", "C", "N", "O", "O", "H", "H", "H", "C", "N", "O", "O", "H", "H", "H", "C", "N", "O", "O", "H", "H", "H", "C", "N", "O", "O", "H", "H", "H"],
  "coordinates": [[-0.5459, 1.0731, -0.4753], [1.3515, -0.3660, 0.1818], [-1.5969, 0.2958, -0.6194], [0.9418, -0.7462, 1.9335], [0.5320, -2.0059, -0.1591], [2.1961, -0.3642, -1.4694], [2.2438, 1.1383, 0.8227], [2.8888, -1.2262, 0.5449], [1.0453, -1.4694, 5.3520], [2.3546, -1.6247, 4.6518], [3.0998, -2.5085, 5.0338], [2.5495, -0.8608, 3.7422], [0.9786, -2.2132, 6.1410], [1.0148, -0.4613, 5.7498], [0.2804, -1.5944, 4.5915], [-2.0246, 2.6437, -3.4643], [-2.4760, 2.9853, -4.8390], [-1.6734, 3.4465, -5.6240], [-3.6450, 2.7718, -5.1107], [-0.9746, 2.8803, -3.3709], [-2.6237, 3.2238, -2.7734], [-2.1969, 1.5830, -3.3277], [-0.5905, -3.7811, -3.0766], [-0.5410, -2.2965, -3.1643], [-1.2570, -1.6690, -2.4296], [0.2350, -1.8293, -3.9825], [-1.3101, -4.0444, -2.3134], [-0.8797, -4.1499, -4.0553], [0.4091, -4.1127, -2.8156], [-1.0858, -0.4892, -6.9553], [-1.8112, -0.8063, -5.6941], [-2.4062, -1.8666, -5.6152], [-1.7360, 0.0228, -4.8248], [-1.2267, -1.3125, -7.6432], [-1.5008, 0.4389, -7.3354], [-0.0434, -0.3560, -6.6847], [-1.9327, 6.0109, -0.4392], [-1.3212, 5.3331, -1.6183], [-1.7468, 5.6069, -2.7280], [-0.4378, 4.5447, -1.3869], [-2.7045, 6.6798, -0.7966], [-2.3316, 5.2305, 0.2004], [-1.1371, 6.5427, 0.0711], [3.3901, -3.1510, 9.9276], [2.7292, -2.5739, 8.7178], [3.4172, -1.9950, 7.9161], [1.5244, -2.7370, 8.6315], [4.4476, -2.9314, 9.8667], [2.9293, -2.6907, 10.7948], [3.1982, -4.2183, 9.9208]],
  "multiplicity": 1,
  "orbital_gap_ev": 6.65,
  "total_charge": -1
}

=====

No. 4
{
  "formula": "C6H25BrNO7",
  "method": "ωB97M-V/def2-TZVPD",
  "species": ["Br", "C", "C", "C", "O", "C", "N", "H", "H", "H", "H", "H", "H", "H", "H", "H", "H", "H", "O", "H", "H", "O", "H", "H", "O", "H", "H", "O", "H", "H", "C", "C", "O", "O", "H", "H", "H", "H", "H", "H"],
  "coordinates": [[-0.6578, -0.1938, -1.2592], [-0.5947, -3.4713, 2.0626], [0.1419, -2.2793, 2.5553], [1.6844, -2.3049, 2.5372], [2.2869, -1.2785, 3.2585], [3.4645, -1.5509, 3.8596], [-0.2746, -0.9278, 2.1412], [-0.3359, -3.4392, 1.0043], [-1.6637, -3.4903, 2.2748], [-0.0823, -4.3743, 2.3944], [-0.1129, -2.2748, 3.6151], [2.0559, -2.1605, 1.5227], [1.9290, -3.3322, 2.8073], [4.2475, -2.1873, 3.4473], [3.2872, -2.2279, 4.6953], [3.9264, -0.6168, 4.1792], [0.4199, -0.2915, 2.5057], [-0.0325, -0.8188, 1.1667], [0.9730, 0.4091, -3.8736], [0.5250, 0.0425, -3.1112], [1.2342, -0.3544, -4.3885], [-1.8579, -3.1080, -2.6879], [-1.3308, -2.4321, -2.2619], [-1.5014, -3.9332, -2.3589], [-3.9124, -1.0078, -2.4965], [-4.6125, -0.3639, -2.3901], [-3.1084, -0.4885, -2.5075], [-2.9659, 1.8726, 0.1531], [-2.3128, 1.2077, -0.0650], [-3.0465, 1.8264, 1.1058], [-0.1004, 5.0933, -1.9821], [0.5527, 3.8504, -1.5301], [0.0585, 2.7655, -2.4245], [0.2776, 5.3206, -3.3088], [0.1943, 5.9669, -1.4007], [-1.1787, 5.0905, -1.8225], [0.4677, 3.4929, -0.5039], [1.6407, 3.7835, -1.5380], [0.1508, 1.9157, -1.9876], [0.1640, 6.2705, -3.3877]],
  "multiplicity": 1,
  "orbital_gap_ev": 8.33,
  "total_charge": -1
}

=====

No. 5
{
  "formula": "C6H25F10N3O22S6Y",
  "method": "ωB97M-V/def2-TZVPD",
  "species": ["Y", "C", "F", "F", "F", "S", "O", "O", "O", "C", "F", "F", "F", "S", "O", "O", "O", "N", "S", "O", "O", "F", "S", "O", "O", "F", "N", "S", "O", "O", "F", "S", "O", "O", "F", "O", "H", "H", "O", "H", "H", "O", "H", "H", "O", "H", "H", "O", "H", "H", "O", "H", "H", "O", "H", "H", "C", "C", "C", "O", "C", "N", "H", "H", "H", "H", "H", "H", "H", "H", "H", "H", "H"],
  "coordinates": [[-0.1164, -0.7645, 1.3262], [-3.0543, -2.2649, 4.6893], [-3.5682, -2.2166, 5.8817], [-1.8158, -2.6901, 4.8308], [-3.8473, -3.0699, 4.0216], [-2.9718, -0.4107, 3.8212], [-4.3412, -0.1685, 3.2408], [-2.5822, 0.5618, 4.8198], [-1.9597, -0.5891, 2.7972], [-3.9419, -1.5972, -1.8084], [-5.1715, -1.2442, -2.2366], [-3.9624, -2.8089, -1.4226], [-3.0005, -1.4635, -2.7915], [-3.4422, -0.4433, -0.3620], [-2.1401, -0.9256, 0.1619], [-3.3137, 0.9175, -0.7080], [-4.5054, -0.4829, 0.6705], [-0.4607, 1.3797, 1.0583], [-0.6431, 2.4736, -0.0426], [0.5890, 3.2430, -0.3517], [-1.9103, 3.0997, -0.3054], [-0.6296, 1.4811, -1.2723], [-1.0622, 2.6481, 2.1746], [-2.4823, 2.6435, 2.4537], [-0.2860, 3.9147, 2.3344], [-0.4347, 1.8441, 3.4055], [-0.0658, -2.9524, 1.5874], [1.3004, -4.0608, 1.5002], [2.0340, -4.0560, 0.2284], [1.4418, -5.3013, 2.2811], [2.1989, -3.0830, 2.4168], [-0.9551, -4.1560, 1.5045], [-1.2848, -4.9658, 2.6850], [-0.9875, -4.7862, 0.1950], [-2.2788, -3.2748, 1.4686], [3.1095, -0.4896, -1.5423], [3.7649, -0.3873, -0.8522], [3.5993, -0.3774, -2.3570], [2.7471, 1.1603, 3.5234], [3.6542, 1.4237, 3.3679], [2.7311, 0.8843, 4.4398], [0.6747, -0.7885, 3.6043], [0.3782, -0.0534, 4.1410], [1.0684, -1.3980, 4.2286], [1.1899, -2.6542, 5.3711], [1.8021, -3.3740, 5.2182], [0.9063, -2.7690, 6.2781], [0.0491, -2.3762, -3.2128], [0.7056, -2.4267, -3.9075], [-0.7804, -2.5626, -3.6525], [0.6250, -1.2383, -0.8739], [1.5087, -1.0042, -1.1575], [0.3236, -1.8712, -1.5258], [2.1836, -0.0816, 1.3057], [2.9863, -0.0172, 0.7882], [2.3836, 0.3844, 2.1176], [1.1782, 2.2682, -5.9395], [1.2165, 2.3123, -4.4431], [0.8786, 3.7085, -3.8130], [1.5428, 4.8419, -4.3509], [2.9556, 4.9508, -4.0641], [0.2699, 1.3048, -4.0050], [1.9104, 2.9058, -6.4350], [0.2090, 2.5751, -6.3328], [1.4183, 1.2991, -6.3769], [2.1773, 1.9489, -4.0786], [0.9578, 3.6491, -2.7275], [-0.2039, 3.8195, -3.8756], [3.5327, 4.3135, -4.7341], [3.1479, 4.6772, -3.0267], [3.2048, 5.9940, -4.2586], [0.3178, 1.3619, -2.9977], [-0.6729, 1.6551, -4.0970]],
  "multiplicity": 1,
  "orbital_gap_ev": 6.78,
  "total_charge": -1
}

=====

The records above give, respectively, strongest force on any atom values of 3.18 9.42 2.16 4.07 12.74 eV/A.